No. 1
Density functional theory data (wB97M-V/def2-TZVPD) for one molecule with the formula C15H15NO2S2 in a non-equilibrium geometry.

## Properties
E_HOMO   -7.717 eV
LUMO energy   0.50 eV
Electronic energy   -43052.0571 eV
Kohn-Sham gap   8.222 eV
2S+1   1
Total charge   0

The geometry in XYZ format:
```
35
C15H15NO2S2 wB97M-V/def2-TZVPD
O -3.7635 3.5584 -0.5836
C -2.8751 2.7890 -0.4707
N -2.3230 2.3799 0.7430
C -1.2407 1.5364 0.6964
C -0.7903 1.5153 -0.6481
S -1.9721 2.1005 -1.8607
C 0.3596 0.5669 -0.9943
C 1.6385 1.3724 -0.8950
C 2.0302 2.2782 0.1022
C 3.0494 3.1182 -0.4512
C 3.2464 2.6899 -1.7872
O 2.4172 1.5897 -2.0107
C 0.4699 -0.7793 -0.1957
C -0.4724 -1.8826 -0.6925
C -0.0453 -3.2697 -0.2177
C -0.0116 -3.2701 1.2832
C -0.8400 -1.9542 1.5560
C -1.6359 -1.8295 0.3065
C 0.1802 -0.7751 1.3762
S -0.3821 0.7999 2.1178
H -2.9265 2.0978 1.4945
H 0.3552 0.3795 -2.0496
H 1.5277 2.3825 1.1026
H 3.6522 3.8949 0.0367
H 3.8546 3.1575 -2.6177
H 1.4622 -1.1355 -0.3816
H -0.7174 -1.8482 -1.7800
H 0.9733 -3.4557 -0.6292
H -0.7142 -4.0578 -0.5839
H 1.0166 -3.2485 1.7102
H -0.5485 -4.1966 1.6561
H -1.3986 -1.9609 2.4925
H -2.3348 -0.9443 0.1678
H -2.3270 -2.6593 0.1354
H 1.0859 -0.9396 1.8724
```



No. 2
Density functional theory data (wB97M-V/def2-TZVPD) for C15H15NTb as an isolated structure in a non-equilibrium geometry.

## Properties
E_HOMO (spin up / spin down)   -3.043 / -3.124 eV
LUMO energy (spin up / spin down)   2.63 / 2.73 eV
Electronic energy   -39710.8038 eV
Kohn-Sham gap (spin up / spin down)   5.673 / 5.849 eV
2S+1   7
Total charge   -1

The geometry in XYZ format:
```
32
C15H15NTb wB97M-V/def2-TZVPD
C 1.9253 -1.0985 -0.6335
C 0.7813 -1.8167 -1.1216
C -0.0006 -2.2435 0.0063
C 0.6374 -1.7729 1.1972
C 1.8281 -1.0683 0.8037
Tb 0.3420 0.8103 -0.0120
N 2.8069 1.5177 1.4646
C -0.3518 1.5656 -1.9853
C -0.8818 0.5455 -2.7642
H -0.8225 -2.9466 -0.0261
H 0.6548 -2.1573 -2.1436
H 0.3534 -2.0040 2.2142
H 2.5451 -0.6150 1.4806
H 2.7471 -0.7055 -1.2197
H -0.2293 -0.2405 -3.3369
H -0.8215 2.0216 -0.7840
H 2.6681 2.3195 0.7557
H -1.9911 0.4768 -2.9989
H 0.8014 1.7546 -2.2303
C -1.8151 1.0679 1.2470
C -2.5797 1.2722 2.2286
C -3.5238 1.6000 3.2615
C -3.1633 1.8640 4.6141
C -4.1171 2.3259 5.5298
C -5.4558 2.4955 5.1316
C -5.8334 2.2226 3.8051
C -4.8814 1.7633 2.8911
H -2.1283 1.7248 4.9279
H -3.8276 2.5607 6.5618
H -6.2074 2.8396 5.8547
H -6.8712 2.3711 3.4863
H -5.1693 1.5454 1.8625
```



No. 3
Density functional theory data (wB97M-V/def2-TZVPD) for C15H16Br2F3N2O3PPtTe as an isolated structure.

## Properties
E_HOMO   -15.549 eV
LUMO energy   -8.97 eV
Electronic energy   -192991.2987 eV
Kohn-Sham gap   6.580 eV
2S+1   1
Total charge   +2

The geometry in XYZ format:
```
44
C15H16Br2F3N2O3PPtTe wB97M-V/def2-TZVPD
Pt -0.0446 -0.0763 -0.2106
Br -2.6121 -3.6252 -5.3047
C -1.8771 -2.5879 -3.9496
C -1.6526 -1.2310 -4.1397
C -1.1053 -0.5056 -3.1031
N -0.7837 -1.0666 -1.9324
C -1.0091 -2.3825 -1.7362
C -1.5537 -3.1714 -2.7263
C -0.6488 -2.8869 -0.3896
C -0.7874 -4.2077 -0.0279
C -0.4378 -4.6131 1.2575
Br -0.6267 -6.3896 1.7567
C 0.0503 -3.6714 2.1512
C 0.1693 -2.3646 1.7355
N -0.1732 -1.9691 0.4963
H -1.9033 -0.7460 -5.0718
H -0.9169 0.5546 -3.1961
H -1.7419 -4.2231 -2.5736
H -1.1658 -4.9353 -0.7292
H 0.3358 -3.9415 3.1574
H 0.5489 -1.6152 2.4080
F -0.7374 0.4765 2.3337
C 0.3495 0.7739 1.5892
F 0.4563 2.0986 1.5516
F 1.4269 0.3049 2.2430
C 1.0465 4.9170 0.0845
C 2.2079 3.9949 -0.1618
O 2.0682 3.3446 -1.4923
P 1.4167 1.9928 -1.8277
O 0.0574 1.7342 -1.1429
Te 2.4507 -0.0182 -0.9354
O 1.3811 1.9252 -3.3675
C 1.3185 3.0963 -4.3011
C 2.6642 3.2884 -4.9379
H 1.1986 5.4163 1.0420
H 0.1044 4.3735 0.1295
H 0.9884 5.6828 -0.6874
H 2.3011 3.2063 0.5823
H 3.1527 4.5228 -0.2455
H 0.9932 3.9621 -3.7295
H 0.5471 2.8130 -5.0111
H 3.4169 3.5565 -4.1976
H 2.5943 4.1041 -5.6584
H 2.9788 2.3920 -5.4696
```



No. 4
Density functional theory data (wB97M-V/def2-TZVPD) for C15H16ClIrN3O5S2 as an isolated structure.

## Properties
E_HOMO (spin up / spin down)   -3.919 / -5.122 eV
LUMO energy (spin up / spin down)   2.55 / 1.36 eV
Electronic energy   -67551.3953 eV
Kohn-Sham gap (spin up / spin down)   6.472 / 6.485 eV
2S+1   5
Total charge   -1

The geometry in XYZ format:
```
43
C15H16ClIrN3O5S2 wB97M-V/def2-TZVPD
Ir -0.1332 -0.3809 -0.3650
S -0.5725 -0.6597 1.9227
C 0.8863 -1.4667 2.5178
C 0.9879 -1.7560 3.8769
C 2.1098 -2.3851 4.3935
C 3.1511 -2.7357 3.5437
C 3.0564 -2.4528 2.1902
C 1.9332 -1.8176 1.6603
S 1.8912 -1.4855 -0.0756
H 0.1691 -1.4799 4.5307
H 2.1683 -2.6002 5.4532
H 4.0339 -3.2286 3.9311
H 3.8617 -2.7240 1.5186
C -4.3308 -1.0891 1.7332
O -4.0657 -0.5348 0.4503
C -3.3726 0.6155 0.3232
O -3.0902 1.0216 -0.7698
N -3.0804 1.2479 1.5297
N -2.2469 2.3801 1.4146
H -4.9613 -1.9553 1.5528
H -4.8604 -0.3802 2.3730
H -3.4052 -1.4186 2.2115
H -2.7796 0.5921 2.2433
H -1.2746 2.0850 1.3661
H -2.3862 2.9410 2.2430
O -0.6432 -0.8209 -3.0651
N -1.4014 -1.6766 -2.6052
O -2.1150 -2.3930 -3.2734
O -1.4260 -1.8162 -1.3104
Cl 3.4417 2.0755 -6.0149
C 2.5235 1.9484 -4.5291
C 1.1403 1.9979 -4.5720
C 0.4218 1.9017 -3.3930
C 1.0603 1.7589 -2.1590
C 0.2883 1.6612 -0.8956
C 2.4557 1.7020 -2.1551
C 3.1901 1.7964 -3.3261
H 0.6328 2.0997 -5.5217
H -0.6603 1.9134 -3.4222
H -0.6932 2.1348 -0.9495
H 0.8531 2.0739 -0.0558
H 2.9716 1.5621 -1.2120
H 4.2707 1.7481 -3.3091
```



No. 5
Density functional theory data (wB97M-V/def2-TZVPD) for an isolated ion of composition C15H16ClN2O2 and charge +1 in a non-equilibrium geometry.

## Properties
E_HOMO   -12.000 eV
LUMO energy   -5.47 eV
Electronic energy   -35402.5257 eV
Kohn-Sham gap   6.527 eV
2S+1   1
Total charge   +1

The geometry in XYZ format:
```
36
C15H16ClN2O2 wB97M-V/def2-TZVPD
C -0.4251 0.7090 -4.6960
C -1.4318 0.3966 -3.6352
O -0.6663 0.4480 -2.3443
C -1.4161 0.0951 -1.2820
O -2.5130 -0.4194 -1.4197
C -0.9838 0.7122 0.2061
N -2.2229 0.5625 0.8612
N -3.0284 0.5734 1.6615
C 0.1246 0.4991 1.1902
C 0.7184 -0.9001 0.9589
C 1.7600 -1.0621 0.0484
C 2.3715 -2.3112 -0.1232
C 1.8966 -3.4097 0.6004
Cl 2.5651 -4.9460 0.3165
C 0.8614 -3.2590 1.5371
C 0.2843 -1.9971 1.7169
C 1.0778 1.6776 1.0264
C 0.8133 2.6442 1.9417
C -0.2516 2.2207 2.9179
C -0.3099 0.7006 2.6543
H -0.8805 0.5334 -5.6579
H -0.1138 1.7500 -4.6587
H 0.4531 0.0741 -4.6111
H -2.2225 1.1496 -3.5770
H -1.8644 -0.6029 -3.7350
H -0.8605 1.7460 -0.2275
H 2.0911 -0.2057 -0.5366
H 3.2045 -2.4131 -0.8113
H 0.5278 -4.1132 2.1133
H -0.5285 -1.8881 2.4405
H 1.7801 1.7154 0.1876
H 1.2271 3.6412 1.9647
H -1.2235 2.6947 2.7088
H -0.0160 2.4748 3.9597
H -1.2438 0.2652 2.9936
H 0.4457 0.2443 3.3094
```



No. 6
Density functional theory data (wB97M-V/def2-TZVPD) for C15H16F3INO3S as an isolated structure in a non-equilibrium geometry.

## Properties
E_HOMO   -3.379 eV
LUMO energy   2.28 eV
Electronic energy   -50532.8954 eV
Kohn-Sham gap   5.659 eV
2S+1   1
Total charge   -1

The geometry in XYZ format:
```
40
C15H16F3INO3S wB97M-V/def2-TZVPD
C 1.5956 -1.1655 3.4698
C 1.2231 -1.3231 2.0172
O 1.0552 -0.0027 1.4093
C 1.0621 -0.1276 0.0659
C 1.1370 1.1207 -0.7480
C 2.0547 0.8526 -1.8017
N 2.7478 0.7194 -2.7315
O 0.9243 -1.2326 -0.4614
H 1.5334 -2.1550 3.9372
H 2.6268 -0.8128 3.5481
H 0.9421 -0.4691 3.9970
H 2.0376 -1.8399 1.4843
H 0.2839 -1.8902 1.8928
H 1.3055 2.0271 -0.1699
C -1.3392 5.6659 -5.0870
C -1.8145 5.2542 -3.7013
C -3.0792 6.0428 -3.4232
C -1.9653 3.8032 -3.3666
C -2.5468 3.4050 -2.1323
I -4.1567 4.0885 -0.9059
C -1.9454 2.3406 -1.4455
C -0.8717 1.7020 -2.0200
C -0.5799 1.8290 -3.3661
C -1.0956 2.9381 -4.0442
O -0.6175 5.6604 -2.9541
S -0.0863 5.1299 -1.3905
C -0.4565 6.7912 -0.6888
F -1.7739 6.7864 -0.3089
F 0.3244 7.1055 0.3743
F -0.3325 7.8001 -1.6005
H -1.9941 5.3080 -5.8908
H -1.3293 6.7642 -5.0557
H -0.3018 5.3738 -5.2757
H -3.7936 5.7258 -4.1945
H -3.5270 5.8247 -2.4366
H -2.9168 7.1234 -3.5415
H -2.2778 2.0688 -0.4472
H -0.1381 1.1480 -1.2856
H 0.0491 1.1003 -3.8768
H -0.7342 3.2045 -5.0310
```



| no. | molecular weight (g/mol) |
| --- | --- |
| 1 | 305.42 |
| 2 | 368.22 |
| 3 | 842.76 |
| 4 | 610.11 |
| 5 | 291.76 |
| 6 | 474.26 |